No. 1
Entry from OMol25: a structure of composition C12H33AlBCl6F5N2O8S2Si (ωB97M-V/def2-TZVPD).

Results
- Gap between HOMO and LUMO: 4.51 eV
- Calculated total energy: -157878.765 eV
- HOMO: -8.05 eV

```
! RIJCOSX wB97M-V def2-TZVPD def2/J DEFGRID3
* xyz 0 1
O -4.766 2.650 -0.047
C 2.425 -3.297 -0.079
H -6.127 5.833 0.283
H -4.898 -4.004 3.635
C -3.984 4.581 -1.672
H 3.745 4.396 1.499
C -0.988 -0.998 -5.239
H -3.954 6.764 0.987
C 4.686 -1.228 -0.641
Cl -1.588 0.665 -5.125
H -3.136 3.899 -1.661
Cl -0.862 -1.455 -6.943
S -5.283 3.842 -0.666
H 2.670 3.179 1.423
Al 1.472 -1.476 4.022
Cl 0.590 -1.122 -4.476
H 4.832 -0.141 -0.576
H -3.677 -3.734 1.451
H 3.521 -4.568 1.160
C -4.802 0.630 -2.393
Cl -0.118 -2.206 -1.241
O -4.829 -0.095 -3.615
H -3.884 -2.764 4.380
H 3.059 4.002 0.091
H -4.743 -0.037 -1.530
S 2.179 -0.227 1.314
O -2.682 -4.336 3.161
H -1.497 -2.551 1.328
O 4.767 -5.067 -1.010
H -3.949 1.316 -2.376
H 3.214 -3.114 1.873
C -3.964 5.797 0.485
H 6.528 -3.023 -0.753
O 0.790 0.072 1.339
H 5.505 -1.460 1.420
H -2.609 6.199 -1.187
C -3.164 -3.425 2.378
H -4.269 6.713 -1.446
C 5.560 -1.842 0.399
H -3.218 5.159 0.966
O -6.515 3.831 -1.404
N 2.850 -3.818 1.250
H -5.721 1.207 -2.330
H -4.023 -0.617 -3.683
H 2.189 -0.959 -1.599
H -1.850 -1.782 2.896
N 6.426 -2.731 0.221
H -4.353 4.695 -2.687
Cl -6.211 -1.385 2.673
H 5.331 -5.786 -1.313
H 5.305 -4.597 -0.357
F 8.511 0.074 0.098
H -5.022 -2.176 2.863
C -4.259 -3.149 3.432
B 8.916 -0.087 1.448
Si 2.857 -1.521 -0.424
H 4.992 -1.519 -1.647
C -3.650 5.927 -1.013
F 2.965 1.193 1.140
F 9.894 0.860 1.769
C -5.337 5.140 0.570
H 2.861 -3.904 -0.874
H 1.347 -3.387 -0.155
O 2.933 4.064 1.062
H -5.556 4.701 1.539
H -2.878 -1.471 1.492
C -2.295 -2.238 2.004
O 2.684 -0.751 2.606
F 7.768 0.124 2.277
Cl -2.106 -2.086 -4.418
F 9.398 -1.382 1.647
*
```



No. 2
Entry from OMol25: a cluster of 19 separate species, C9H54NO19 in total (ωB97M-V/def2-TZVPD).

Results
- Gap between HOMO and LUMO (spin up / spin down): 1.91 / 5.54 eV
- Calculated total energy: -50600.833 eV
- HOMO (spin up / spin down): 1.97 / -1.70 eV

```
! RIJCOSX wB97M-V def2-TZVPD def2/J DEFGRID3
* xyz -2 2
H -2.577 -1.014 0.307
H 2.749 4.189 0.100
H -5.474 0.606 1.034
H 1.314 1.793 -2.498
C -1.558 0.607 -1.529
H 2.950 2.319 4.800
H 0.076 -2.399 -1.014
H 3.566 0.355 -1.136
H 0.965 -1.925 -4.873
H 4.446 -0.479 0.600
O 0.473 -2.537 -5.420
H 2.752 -0.769 -4.123
H 2.619 1.803 0.471
H -1.572 -1.777 -4.733
H 0.638 2.710 -0.598
H 4.823 -0.091 -1.851
H -2.114 -0.151 2.457
C 2.112 1.319 1.306
O 1.799 -0.794 -4.032
H -1.553 -2.368 -1.535
H -4.105 0.009 0.788
H -1.885 -3.712 3.715
H 0.404 1.762 5.812
O 3.385 4.567 0.708
O -4.909 -2.001 0.058
O 4.800 -1.188 1.137
C -1.530 -0.834 0.549
H -4.195 -2.585 -0.198
H 1.610 3.262 -2.708
H 0.314 -0.087 2.631
H -2.940 -1.409 -5.265
C -0.127 0.683 1.999
O 2.525 -1.447 4.316
H 1.648 -0.756 -3.087
H -5.192 -2.327 0.912
O 1.668 -0.084 -1.192
C -1.582 0.255 1.597
H 2.214 2.017 2.137
H -2.788 3.149 -4.527
H -2.175 0.187 -2.324
H 4.219 2.712 4.075
H 2.295 -1.935 -0.679
H -0.884 1.338 -1.976
H -0.910 2.530 0.096
O -4.551 0.842 0.942
H -0.300 1.570 2.609
H -3.717 2.782 0.628
H 3.645 5.393 0.300
H 0.347 3.298 0.998
O -3.720 -4.033 -1.509
H -2.591 -2.511 3.121
O 1.667 -2.565 1.962
O 3.855 2.593 4.952
H 1.764 -1.353 4.889
H -3.779 -4.647 -0.777
H 3.389 -2.819 -1.240
C 0.149 2.452 0.341
H -4.883 3.734 0.461
C 0.693 1.087 0.784
O -3.938 3.714 0.609
H 2.000 -2.930 1.142
O 1.206 1.733 5.290
H -3.213 -4.499 -2.174
H 1.023 1.088 4.607
H 4.542 -1.988 0.680
O 2.819 -2.710 -0.478
H 1.067 -1.871 1.689
H -2.032 1.158 1.185
O -2.491 -3.005 3.936
H -0.155 -1.653 -2.499
H 2.164 -1.762 3.488
H 2.591 0.366 1.526
H 1.099 -3.230 -5.628
O 4.520 0.422 -1.102
C -0.644 -1.766 -1.532
N 0.589 0.062 -0.282
H -2.344 1.072 -0.934
C -0.736 -0.466 -0.726
O -3.003 3.429 -3.637
O 1.347 2.469 -3.175
H -1.130 -1.789 0.889
H -3.036 2.617 -3.132
O -2.502 -1.789 -4.504
*
```



No. 3
Entry from OMol25: a cluster of 2 separate species, H2N2OS in total (ωB97M-V/def2-TZVPD).

Results
- SMILES: N#[N+][S-].O
- ΔE to the lowest compared entry with this formula, charge and spin: 0.403 eV
- Gap between HOMO and LUMO: 10.40 eV
- Calculated total energy: -15893.934 eV
- HOMO: -10.19 eV

```
! RIJCOSX wB97M-V def2-TZVPD def2/J DEFGRID3
* xyz 0 1
O -0.322 -0.374 -0.017
N -1.186 1.334 3.016
H 0.468 0.123 -0.155
N -2.019 1.274 3.781
S -0.011 1.422 2.039
H -0.582 -0.217 0.909
*
```



No. 4
Entry from OMol25: the molecule C4H6N2 (ωB97M-V/def2-TZVPD).

Results
- ΔE to the lowest compared entry with this formula, charge and spin: 6.041 eV
- Gap between HOMO and LUMO (spin up / spin down): 7.98 / 6.27 eV
- Calculated total energy: -7219.550 eV
- HOMO (spin up / spin down): -8.06 / -6.87 eV

```
! RIJCOSX wB97M-V def2-TZVPD def2/J DEFGRID3
* xyz 0 1
H 2.084 0.513 -1.044
C 2.432 0.158 -0.101
C -1.163 0.023 0.460
H -2.574 1.516 0.273
N -3.348 -0.389 -0.225
H 2.566 0.970 0.643
H -4.211 0.272 -0.380
H 1.727 -1.869 -0.052
H 3.323 -0.306 -0.455
C 1.606 -0.905 0.385
C -2.410 0.388 0.187
N -0.032 -0.371 0.307
*
```



No. 5
Entry from OMol25: a structure of composition C30H28As2ClN2O9Tc (ωB97M-V/def2-TZVPD).

Results
- Gap between HOMO and LUMO (spin up / spin down): 6.71 / 4.91 eV
- Calculated total energy: -189340.437 eV
- HOMO (spin up / spin down): -16.67 / -16.68 eV

```
! RIJCOSX wB97M-V def2-TZVPD def2/J DEFGRID3
* xyz 3 4
C 1.715 4.523 -1.727
H -3.341 -2.820 -3.833
H 3.744 -0.542 2.167
C -5.618 1.131 -1.465
C -2.020 0.663 -2.209
O -3.290 2.470 -1.404
H 1.249 5.338 -2.262
H -4.191 -1.852 -2.586
C 2.082 -0.466 3.533
H -0.525 0.359 5.648
C 2.967 4.067 -2.054
H 4.980 0.021 0.705
O 0.488 1.290 3.487
O 0.643 0.901 -3.429
H -3.014 -2.654 1.307
O -1.285 -3.891 -2.041
C 2.798 2.439 -0.283
C 0.453 -3.835 0.463
C 0.800 -1.288 5.935
C 1.923 -1.988 5.413
C 0.486 0.607 -2.158
O 0.052 -2.916 1.517
H -2.421 1.093 2.171
H 1.896 -0.689 -3.925
C 5.298 1.401 -0.896
H 0.349 -1.636 6.854
C -1.853 -3.266 -1.189
As -0.885 0.746 0.254
C -0.851 1.034 -1.639
C 0.939 0.236 4.065
O -0.598 -0.973 2.264
N 1.553 2.920 0.036
C -0.968 -1.223 0.004
C -3.501 -1.824 -3.422
Tc 0.750 1.967 1.693
H 5.405 2.882 -2.427
H 2.718 0.868 -3.644
H 3.423 -2.105 3.870
H 3.522 4.522 -2.866
C -0.518 -1.759 1.324
C 2.557 -1.558 4.221
O -4.337 0.511 -1.774
H -3.333 0.528 0.762
C -3.291 1.317 -1.752
H -0.328 -4.575 0.318
C 3.542 2.995 -1.336
C -1.534 -1.799 -1.059
H 1.347 -4.319 0.842
C -2.562 1.221 1.099
H -3.908 -1.182 -4.203
H -5.777 1.980 -2.124
C 1.839 0.388 -4.068
C 1.033 3.918 -0.671
H 0.039 4.254 -0.392
C 2.801 -0.036 2.346
Cl 2.513 -3.325 6.218
H -2.842 2.241 0.844
H 1.731 0.637 -5.118
C 4.545 0.847 0.158
H -5.627 1.460 -0.428
N 2.451 0.899 1.527
H 0.671 -3.295 -0.455
C 4.817 2.452 -1.626
H 6.272 0.987 -1.115
H -4.345 -3.733 0.849
H -4.097 -2.222 -0.056
O -2.794 -3.809 -0.433
H -6.359 0.358 -1.636
C 0.322 -0.202 5.278
C 3.311 1.355 0.463
C -3.602 -3.037 0.474
As -1.742 -1.123 -2.972
O 1.331 0.116 -1.431
*
```



No. 6
Entry from OMol25: the molecule C2H4OS (ωB97M-V/def2-TZVPD).

Results
- SMILES: O=CCS
- ΔE to the lowest compared entry with this formula, charge and spin: 1.263 eV
- Gap between HOMO and LUMO: 9.96 eV
- Calculated total energy: -15020.203 eV
- HOMO: -9.16 eV

```
! RIJCOSX wB97M-V def2-TZVPD def2/J DEFGRID3
* xyz 0 1
H -1.077 -0.862 -1.380
S -1.815 0.011 -0.544
H -0.392 1.177 1.203
C 1.006 0.127 -0.211
O 0.962 0.052 -1.393
C -0.290 0.261 0.619
H 1.812 0.012 0.501
H -0.207 -0.779 1.204
*
```